(1)
10
Properties=species:S:1:pos:R:3 method="wB97M-V/def2-TZVPD" gap_ha=0.2976 homo_energy_ev=-9.4 smiles="O=C1C=N/C(=N/O)O1"
O -0.42880 1.35642 -2.31592
C -0.09397 0.95469 -1.29001
C 0.70603 1.57150 -0.22218
N 0.91764 0.67389 0.69315
C -0.17344 -0.23620 0.48046
N -0.14577 -1.21308 1.36121
O -0.64655 -2.33239 0.83111
O -0.97151 -0.10944 -0.64713
H 1.40221 2.40205 -0.22901
H -0.56584 -3.06743 1.33833

---

(2)
13
Properties=species:S:1:pos:R:3 method="wB97M-V/def2-TZVPD" gap_ha=0.3837 homo_energy_ev=-9.2 smiles="C=CCC=C"
C 2.00088 -0.73533 -0.11063
C 1.28255 0.44798 0.17254
C -0.03110 0.77318 -0.48623
C -1.05948 0.20324 0.48095
C -2.12325 -0.52868 -0.05633
H 2.83065 -1.11605 0.65040
H 1.61608 -1.71732 -0.80438
H 1.60809 1.16944 1.04919
H -0.21260 0.32677 -1.47526
H -0.09962 1.87702 -0.64133
H -0.78784 0.16588 1.68050
H -2.81917 -0.99177 0.78757
H -2.55324 -0.67628 -1.24854

---

(3)
52
Properties=species:S:1:pos:R:3 method="wB97M-V/def2-TZVPD" gap_ha="0.2699 / 0.2743" charge=+2 spin_multiplicity=4 homo_energy_ev="-13.5 / -14.0" s2=3.7681
V -1.12381 0.58511 0.21101
N -1.21591 0.18571 4.34791
C -0.71071 0.91251 3.33931
N -1.16551 0.42151 2.19641
C -1.95671 -0.63449 2.58061
N -1.99161 -0.78299 3.88471
C -2.56971 -1.40069 1.53081
C -3.41251 -2.50259 1.70891
N -3.93661 -3.13469 0.68311
C -3.63581 -2.69969 -0.53309
C -2.77501 -1.63039 -0.73839
N -2.23661 -0.96379 0.29121
H -1.06781 0.27321 5.34651
H -0.04951 1.75281 3.46731
H -3.64901 -2.85549 2.70281
H -4.10111 -3.21989 -1.36089
H -2.52461 -1.30659 -1.74319
O -1.03441 0.81361 -1.93439
C -2.09811 1.58231 -2.47539
C -2.80981 2.30421 -1.36489
C -3.62811 3.38841 -1.65439
C -4.28121 4.03651 -0.61979
C -4.06351 3.59231 0.68051
C -3.24581 2.49541 0.87801
N -2.63211 1.85021 -0.11899
H -0.64741 0.28241 -2.64549
H -2.81891 0.93571 -2.99949
H -1.70171 2.30871 -3.19769
H -3.72511 3.71661 -2.67739
H -4.94441 4.86191 -0.82809
H -4.51711 4.08871 1.52431
H -3.07631 2.11111 1.87871
N 8.31289 -3.91789 -2.03299
C 7.41249 -3.27959 -1.73359
C 6.28069 -2.50759 -1.36409
C 4.99979 -3.00639 -1.60119
C 3.89419 -2.26719 -1.23619
C 4.04579 -1.02699 -0.61479
C 5.32769 -0.52349 -0.38999
C 6.43699 -1.25749 -0.76629
N 2.89929 -0.29909 -0.21289
C 2.86769 0.98281 0.26661
C 1.56429 1.27631 0.53621
N 0.79409 0.19011 0.23091
C 1.62179 -0.73349 -0.21799
H 4.87879 -3.96959 -2.07089
H 2.91569 -2.66589 -1.44599
H 5.48059 0.43401 0.08221
H 7.42959 -0.86829 -0.59589
H 3.73659 1.59581 0.38691
H 1.14599 2.19041 0.93161
H 1.30179 -1.71439 -0.51249

---

(4)
9
Properties=species:S:1:pos:R:3 method="wB97M-V/def2-TZVPD" gap_ha=0.4102 homo_energy_ev=-10.7 smiles="O=S1(=O)CC1"
O -1.01304 1.17250 -1.28343
S -0.02065 1.04733 -0.28397
O 0.74296 2.23835 0.11158
C -0.47207 -0.29792 0.79704
C 0.55927 -0.56659 -0.44441
H -1.41632 -1.03335 0.79505
H 0.20409 -0.37626 1.65163
H 1.42795 -0.95783 -0.02756
H -0.01218 -1.22624 -1.31593

---

(5)
18
Properties=species:S:1:pos:R:3 method="wB97M-V/def2-TZVPD" gap_ha=0.2306 homo_energy_ev=-7.8 smiles=[SiH]#[PH]c1ccccc1[SiH3]
Si -3.10587 0.52497 1.38449
P -2.18965 0.60331 -0.71194
C -0.38559 0.69808 -0.36302
C 0.39162 1.83707 -0.49058
C 1.77111 1.74973 -0.18833
C 2.43737 0.54481 0.06192
C 1.59481 -0.54758 0.11334
C 0.24835 -0.55645 -0.02255
Si -0.65869 -2.24125 0.07318
H -3.71435 -0.97395 1.35692
H -2.22197 1.97440 -0.86821
H 0.03122 2.73300 -0.96877
H 2.24020 2.79578 -0.16328
H 3.55950 0.47829 0.38719
H 2.06777 -1.52707 0.24794
H -1.98637 -2.28668 -0.54308
H 0.38906 -3.03285 -0.66412
H -0.46850 -2.77361 1.35890

---

(6)
12
Properties=species:S:1:pos:R:3 method="wB97M-V/def2-TZVPD" gap_ha=0.3472 charge=-1 homo_energy_ev=-5.3
N 0.57076 -0.97359 1.16058
C 1.46364 0.03489 0.90063
N 1.05800 0.81179 -0.14591
O 2.50146 0.22791 1.53075
H -0.34141 -0.89853 0.69048
H 0.75145 -1.54494 1.96140
H 1.59656 1.64686 -0.27470
H 0.25681 0.61764 -0.77148
O -1.01794 0.39902 -1.99501
C -1.96076 0.02963 -1.26065
O -1.88587 -0.57143 -0.17188
H -2.99271 0.22075 -1.62420

---

Results for calculated total energy: -450.6177, -195.1672, -2361.3467, -627.1500, -1154.2242, -414.5743 (in a.u., following the order of the records).